[1]
ORCA calculation (ωB97M-V with the def2-TZVPD basis set) on 2 unconnected molecules or ions with the total composition C4H10NP at a distorted geometry.

Geometry (Å):
C1 1.9056 0.8842 0.3272
C2 1.5706 -0.5067 0.0575
C3 -1.7111 -0.0472 -2.1872
C4 -1.2830 -0.5863 1.4886
N1 0.6558 1.4330 0.8433
P1 -0.1403 0.1436 0.2496
H1 2.7829 1.1882 1.1070
H2 2.3769 1.3750 -0.5302
H3 1.9129 -0.8510 -0.9197
H4 1.7908 -1.1445 0.9007
H5 -1.3564 -0.9853 -2.6167
H6 -2.5529 -0.0811 -1.4999
H7 -1.5940 0.9734 -2.4486
H8 -1.6703 -1.5695 1.3479
H9 -0.6687 -0.4464 2.2704
H10 -2.0188 0.2206 1.6102

The LUMO energy (alpha / beta) comes out at 0.977 / -0.915 eV. Its HOMO energy (alpha / beta) is -6.39 / -9.08 eV. Its energy relative to the best compared isomer or geometry (same formula, charge and spin) is 243.8 kJ/mol. The orbital gap (alpha / beta) is 7.370 / 8.160 eV. Its max |F| is 5.34 eV/Å. Its charge is 0. The calculated total energy is -554.29693 hartree. Its multiplicity is 3.

[2]
ORCA calculation (ωB97M-V with the def2-TZVPD basis set) on a single C4H10NP molecule at a distorted geometry.

Geometry (Å):
C1 -0.9248 -1.0373 -2.0149
C2 1.9114 0.7973 -0.3494
C3 -0.8238 1.3821 1.0509
C4 0.1923 -1.2224 1.0716
N1 -1.1431 0.0018 -1.3358
P1 0.3032 0.3225 0.1002
H1 -1.4573 -1.2006 -2.8923
H2 -0.0071 -1.7640 -1.9119
H3 2.2336 0.3292 -1.3318
H4 1.9579 1.8734 -0.2606
H5 -1.7779 0.9272 0.8268
H6 -0.7009 1.4425 2.0615
H7 -0.5303 2.4448 0.6841
H8 1.0266 -1.8967 0.8353
H9 0.5194 -0.8682 2.0122
H10 -0.7793 -1.5316 1.4542

The LUMO energy (alpha / beta) comes out at 0.842 / -1.684 eV. Its HOMO energy (alpha / beta) is -4.22 / -8.44 eV. Its energy relative to the best compared isomer or geometry (same formula, charge and spin) is 351.6 kJ/mol. The orbital gap (alpha / beta) is 5.066 / 6.757 eV. Its max |F| is 4.16 eV/Å. Its charge is 0. The calculated total energy is -554.25588 hartree. Its multiplicity is 3.

[3]
ORCA calculation (ωB97M-V with the def2-TZVPD basis set) on a molecular structure, C4H10NP3 at a distorted geometry.

Geometry (Å):
C1 -0.8168 0.8917 0.4705
C2 0.7427 -0.4042 -1.1981
C3 -0.7621 1.4672 1.8073
C4 -0.6354 -0.4537 0.1785
N1 0.8019 0.7760 -1.6157
P1 -0.9096 1.8837 -0.9160
P2 1.6483 -1.8998 -1.3670
P3 0.3624 -1.5613 1.3650
H1 -1.6118 1.1396 2.4421
H2 -0.7131 2.5917 1.7172
H3 0.2451 1.1687 2.1315
H4 -1.5288 -0.9538 -0.3625
H5 1.5871 1.0796 -2.1141
H6 -1.6626 1.1844 -1.9799
H7 1.7802 -1.8682 -2.7666
H8 0.5832 -2.8114 -1.6645
H9 -0.5153 -1.6289 2.4024
H10 1.4046 -0.6010 1.4698

The LUMO energy comes out at 0.476 eV. Its HOMO energy is -7.15 eV. Its energy relative to the best compared isomer or geometry (same formula, charge and spin) is 174.5 kJ/mol. The orbital gap is 7.622 eV. Its max |F| is 3.59 eV/Å. Its charge is 0. The calculated total energy is -1237.02197 hartree.

[4]
ORCA calculation (ωB97M-V with the def2-TZVPD basis set) on 2 unconnected molecules or ions with the total composition C4H10NPS at a distorted geometry.

Geometry (Å):
C1 -3.8311 0.6479 1.3921
C2 -3.9616 0.9909 0.0180
C3 4.1676 0.0227 -0.0629
C4 1.3861 -1.3280 -0.9821
N1 2.8882 0.6530 0.3095
P1 1.4526 0.2020 0.1714
S1 -4.1653 -0.7905 0.3704
H1 -4.7048 0.9465 2.0897
H2 -2.8959 0.7288 2.0779
H3 -4.8224 1.6040 -0.3660
H4 -3.2119 1.3280 -0.7548
H5 4.8281 0.2901 0.7597
H6 4.5589 0.5076 -1.0036
H7 4.0421 -1.0268 -0.3757
H8 1.1226 -2.2679 -0.5374
H9 0.7820 -0.9296 -1.8401
H10 2.3650 -1.5788 -1.2661

The LUMO energy comes out at 0.382 eV. Its HOMO energy is -8.76 eV. The SMILES is C/N=P\C.C1CS1. Its energy relative to the best compared isomer or geometry (same formula, charge and spin) is 248.3 kJ/mol. The orbital gap is 9.145 eV. Its max |F| is 4.81 eV/Å. Its charge is 0. The calculated total energy is -952.59247 hartree.

[5]
ORCA calculation (ωB97M-V with the def2-TZVPD basis set) on a single C4H10NPS molecule at a distorted geometry.

Geometry (Å):
C1 -0.8620 0.2844 0.0144
C2 -1.4152 0.6297 1.3979
C3 -1.8523 0.3790 -1.0927
C4 1.8931 -1.6968 0.1673
N1 0.3737 0.2812 -0.2929
P1 1.6782 0.0812 0.6982
S1 3.0506 1.0413 -0.6598
H1 -0.9051 -0.0725 2.0855
H2 -2.4099 0.7974 1.3191
H3 -0.8992 1.5926 1.6106
H4 -2.0499 1.4228 -1.2739
H5 -2.7637 -0.1689 -0.7615
H6 -1.4240 -0.0118 -1.9890
H7 2.0905 -2.3233 0.9246
H8 0.9623 -1.8724 -0.2702
H9 2.7400 -1.7623 -0.5802
H10 1.7930 1.3984 -1.2972

The LUMO energy comes out at 0.639 eV. Its HOMO energy is -7.98 eV. The SMILES is CC(C)=NP(C)S. Its energy relative to the best compared isomer or geometry (same formula, charge and spin) is 79.1 kJ/mol. The orbital gap is 8.619 eV. Its max |F| is 5.24 eV/Å. Its charge is 0. The calculated total energy is -952.65691 hartree.

[6]
ORCA calculation (ωB97M-V with the def2-TZVPD basis set) on 2 unconnected molecules or ions with the total composition C4H10NS at a distorted geometry.

Geometry (Å):
C1 -0.6374 2.5918 -1.6864
C2 0.5071 2.2110 -2.3181
H1 -1.2114 3.4184 -2.0707
H2 -0.8441 2.0475 -0.7415
H3 0.9794 2.8828 -2.9972
H4 0.9720 1.2846 -1.9158
C3 -0.8788 -1.6906 1.3412
C4 0.4771 -1.0852 1.6236
S1 0.8077 0.2228 0.4668
N1 -1.0841 -2.1376 -0.0571
H5 -1.5663 -0.8693 1.5891
H6 -1.1264 -2.5507 1.9764
H7 1.2960 -1.8530 1.4613
H8 0.5391 -0.6998 2.6860
H9 -0.5835 -2.9860 -0.2113
H10 -0.5966 -1.4389 -0.6080

The LUMO energy (alpha / beta) comes out at 6.422 / 6.350 eV. Its HOMO energy (alpha / beta) is 4.50 / 0.21 eV. Its energy relative to the best compared isomer or geometry (same formula, charge and spin) is 159.0 kJ/mol. The orbital gap (alpha / beta) is 1.920 / 6.140 eV. Its max |F| is 2.65 eV/Å. Its charge is -2. The calculated total energy is -611.16259 hartree. Its multiplicity is 2.

Look up the max |F| of the sixth one. 2.65 eV/Å

Which of these has the highest calculated total energy? number 2

What is the formula in the fifth record? C4H10NPS

Number 6 is which compound? C4H10NS